Entry 1:
4 unconnected molecules or ions with the total composition C3H15NO3 in a non-equilibrium geometry, computed with ωB97M-V/def2-TZVPD.

XYZ file:
```
22
Properties=species:S:1:pos:R:3
O -0.507 -1.459 -2.144
O -2.514 -1.391 -0.028
H 0.296 -0.737 2.217
H 3.149 -0.121 -1.874
C 0.044 0.561 0.549
C 0.974 1.746 0.737
H 1.667 -0.736 0.862
H 1.261 2.030 1.751
H 0.563 2.627 0.244
H -0.137 0.488 -0.525
H -3.436 -1.484 0.259
H 1.884 1.448 0.202
H 1.646 -0.177 -2.119
C 0.629 -0.716 1.183
O 2.430 0.352 -2.299
H -1.755 1.512 0.373
H -1.366 1.209 1.975
H -0.256 -2.368 -2.076
H 0.178 -1.585 0.696
H -2.096 -0.735 0.594
N -1.346 0.850 1.019
H -1.307 -1.313 -1.596
```

Calculated values
Frontier orbital gap: 10.58 eV
2S+1: 1
Electronic energy: -10987.122 eV
Relative energy (zero: lowest compared OMol25 entry of this formula, charge and spin): 11.26 kcal/mol
SMILES: CC(C)N.O.O.O
Net charge: 0

***

Entry 2:
4 unconnected molecules or ions with the total composition C3H15NO3 in a non-equilibrium geometry, computed with ωB97M-V/def2-TZVPD.

XYZ file:
```
22
Properties=species:S:1:pos:R:3
O 1.370 2.347 0.036
H -1.021 1.717 -2.206
O -3.696 0.515 -1.894
H 2.266 -1.914 -0.835
N 1.766 -0.206 1.304
H 1.684 1.534 0.512
H 0.453 -2.306 2.429
H -4.457 1.045 -1.613
H 1.832 -3.003 0.477
O -1.119 1.673 -1.253
H 1.188 0.278 1.998
H 0.192 -0.542 0.018
H -0.590 -1.007 2.350
C -0.168 -1.771 1.691
H -0.958 -2.367 1.262
C 0.803 -1.141 0.699
H 0.666 -2.709 -0.744
H 1.796 2.268 -0.812
H -0.462 2.245 -0.804
C 1.453 -2.210 -0.181
H 2.455 -0.695 1.879
H -2.954 1.110 -1.796
```

Calculated values
Frontier orbital gap: 10.93 eV
2S+1: 1
Electronic energy: -10987.084 eV
Relative energy (zero: lowest compared OMol25 entry of this formula, charge and spin): 12.14 kcal/mol
SMILES: CC(C)N.O.O.O
Net charge: 0

***

Entry 3:
4 unconnected molecules or ions with the total composition C3H15NO3 in a non-equilibrium geometry, computed with ωB97M-V/def2-TZVPD.

XYZ file:
```
22
Properties=species:S:1:pos:R:3
H 0.060 -2.615 0.850
H 2.936 0.849 -1.082
O -2.382 0.846 -0.525
H 0.356 0.717 1.279
H 3.569 1.201 -2.450
H 0.135 -0.744 -0.768
O 3.737 1.161 -1.503
H 2.866 -1.409 0.683
H -5.265 1.755 -0.279
H -6.552 2.155 0.333
H -1.497 0.674 -0.858
H -1.016 -1.268 1.278
H 0.559 -1.630 2.101
C 2.141 -1.484 -0.130
H 1.890 0.999 0.723
O -5.601 2.195 0.514
H -2.487 1.801 -0.466
C 0.842 -0.736 0.087
C 0.024 -1.563 1.146
H 2.710 -1.050 -0.969
N 0.966 0.643 0.472
H 2.009 -2.497 -0.436
```

Calculated values
Frontier orbital gap (spin up / spin down): 10.19 / 4.29 eV
2S+1: 2
Electronic energy: -10976.960 eV
Relative energy (zero: lowest compared OMol25 entry of this formula, charge and spin): 29.12 kcal/mol
Net charge: +1

***

Entry 4:
5 unconnected molecules or ions with the total composition C3H15NO4 in a non-equilibrium geometry, computed with ωB97M-V/def2-TZVPD.

XYZ file:
```
23
Properties=species:S:1:pos:R:3
H -1.090 0.885 -0.141
O 0.656 -1.602 2.849
O -1.562 1.515 -0.640
H -2.169 2.204 -0.898
H 3.235 0.692 -0.551
N -0.004 -2.482 -0.081
H 0.637 -2.516 2.580
H 1.529 -0.514 0.723
H 0.671 -1.720 -1.895
O -0.211 0.794 1.763
H -0.321 1.362 1.023
C 0.790 -1.587 -0.818
C 1.598 -0.641 -0.349
H -0.321 0.525 2.649
H -3.738 2.440 -0.749
H -0.238 -3.281 -0.646
H 0.387 -0.844 2.329
H -3.234 2.410 -2.247
H 2.584 0.222 -2.136
O -3.706 2.905 -1.588
C 2.321 0.398 -1.096
H 1.868 1.404 -0.951
H 0.319 -2.568 0.868
```

Calculated values
Frontier orbital gap: 8.58 eV
2S+1: 1
Electronic energy: -13030.659 eV
Relative energy (zero: lowest compared OMol25 entry of this formula, charge and spin): 100.98 kcal/mol
SMILES: C/C=C/N.O.O.O.O
Net charge: 0

***

Entry 5:
4 unconnected molecules or ions with the total composition C3H15NO4 in a non-equilibrium geometry, computed with ωB97M-V/def2-TZVPD.

XYZ file:
```
23
Properties=species:S:1:pos:R:3
N 1.567 2.481 1.285
C 0.722 1.290 1.057
H 3.010 -4.754 -3.062
H 0.674 -1.477 -4.051
C 0.053 1.432 -0.325
H -0.110 2.458 -0.668
O 2.784 -3.827 -3.031
C -1.322 0.749 -0.358
O 0.862 0.778 -1.287
H -4.918 -0.981 4.519
H 0.005 1.036 1.843
O 0.468 -2.210 -3.473
H -1.856 0.927 -1.289
H -4.651 -0.130 5.791
O -4.227 -0.708 5.155
H -1.908 1.085 0.492
H 0.990 3.164 1.762
H 3.377 -3.282 -2.488
H 1.450 0.490 0.917
H 1.695 1.202 -1.535
H 2.430 2.326 1.796
H 0.081 -1.714 -2.720
H -1.177 -0.335 -0.329
```

Calculated values
Frontier orbital gap: 10.16 eV
2S+1: 1
Electronic energy: -13033.499 eV
Relative energy (zero: lowest compared OMol25 entry of this formula, charge and spin): 35.49 kcal/mol
SMILES: C[C@H](O)CN.O.O.O
Net charge: 0

***

Entry 6:
6 unconnected molecules or ions with the total composition C3H15NO4 in a non-equilibrium geometry, computed with ωB97M-V/def2-TZVPD.

XYZ file:
```
23
Properties=species:S:1:pos:R:3
H -0.725 -0.892 -1.754
H 1.809 -0.421 -0.143
O -0.706 -0.156 -2.404
H -0.702 -3.312 -0.687
H -2.248 -0.057 0.687
C -0.265 2.570 0.407
H 0.575 -0.766 1.555
H 0.764 2.869 0.546
H -2.756 1.486 -0.213
O -0.310 -0.105 1.810
H -0.182 0.548 2.513
C -1.965 0.853 0.158
H 3.034 0.097 -1.200
H -1.252 0.468 -1.911
H 0.053 0.490 0.504
H -1.002 3.359 0.386
C -0.683 1.285 0.335
O -0.351 -2.426 -0.783
H 1.713 -2.136 1.854
H 0.436 -2.305 -0.145
O 1.253 -1.822 1.093
N 2.075 0.197 -0.913
H 1.436 0.176 -1.694
```

Calculated values
Frontier orbital gap: 5.68 eV
2S+1: 1
Electronic energy: -13028.283 eV
Relative energy (zero: lowest compared OMol25 entry of this formula, charge and spin): 155.76 kcal/mol
Net charge: 0

***

Entry 7:
A molecular structure, C3H16FeO6 in a non-equilibrium geometry, computed with ωB97M-V/def2-TZVPD.

XYZ file:
```
26
Properties=species:S:1:pos:R:3
H -0.671 0.581 -2.740
H 1.018 2.764 0.810
O 0.691 0.717 0.640
H -0.598 1.763 -1.747
C 1.119 1.829 1.375
C 1.069 -2.050 -2.259
O -2.409 -1.387 -0.783
H 0.489 1.893 2.275
H 3.185 1.691 0.833
Fe -0.623 -0.392 -0.171
H 0.106 -1.827 1.959
H 2.894 2.543 2.363
H 2.064 -1.592 -2.279
O 0.391 -1.661 -1.105
C 2.588 1.697 1.746
H -2.568 -2.327 -0.927
H -1.431 -1.980 2.061
O -0.798 0.822 -1.815
H -2.081 1.467 1.480
H -2.933 1.007 0.288
H 1.160 -3.131 -2.359
O -2.046 0.957 0.662
H -3.239 -0.946 -0.997
H 2.808 0.767 2.269
O -0.730 -1.539 1.571
H 0.547 -1.668 -3.151
```

Calculated values
Frontier orbital gap (spin up / spin down): 9.07 / 8.03 eV
2S+1: 6
Electronic energy: -50036.419 eV
Relative energy (zero: lowest compared OMol25 entry of this formula, charge and spin): 3.66 kcal/mol
Net charge: +1

***

Entry 8:
3 unconnected molecules or ions with the total composition C3H16N2O2 in a non-equilibrium geometry, computed with ωB97M-V/def2-TZVPD.

XYZ file:
```
23
Properties=species:S:1:pos:R:3
H 0.671 1.201 1.062
H 1.685 -0.589 2.604
H -0.622 -4.212 1.341
H 2.322 -0.004 -0.047
H -1.137 2.305 0.194
O -2.925 2.516 -2.462
H 1.789 -2.088 2.067
H 0.826 1.240 -1.719
H -0.550 -0.220 0.747
H -0.567 2.947 -1.322
H -0.475 0.104 -1.451
H 3.068 -0.890 1.890
C 1.573 -0.689 0.464
C 0.373 0.211 0.447
H -2.856 3.036 -3.215
N 2.130 -1.101 1.838
N -0.851 2.057 -0.803
H 1.415 -1.642 -0.089
H 0.696 -4.400 2.051
H -1.764 1.844 -1.321
O 0.228 -3.781 1.580
C 0.068 0.849 -1.010
H -3.954 2.568 -2.375
```

Calculated values
Frontier orbital gap: 12.00 eV
2S+1: 1
Electronic energy: -10428.899 eV
Relative energy (zero: lowest compared OMol25 entry of this formula, charge and spin): 50.31 kcal/mol
Net charge: +2

***

Question: The lowest electronic energy belongs to which entry?
Answer: C3H16FeO6

***

Question: Which of these has the highest net charge?
Answer: C3H16N2O2

***

What did the second record say?
4 unconnected molecules or ions with the total composition C3H15NO3 in a non-equilibrium geometry, computed with ωB97M-V/def2-TZVPD.

XYZ file:
```
22
Properties=species:S:1:pos:R:3
O 1.370 2.347 0.036
H -1.021 1.717 -2.206
O -3.696 0.515 -1.894
H 2.266 -1.914 -0.835
N 1.766 -0.206 1.304
H 1.684 1.534 0.512
H 0.453 -2.306 2.429
H -4.457 1.045 -1.613
H 1.832 -3.003 0.477
O -1.119 1.673 -1.253
H 1.188 0.278 1.998
H 0.192 -0.542 0.018
H -0.590 -1.007 2.350
C -0.168 -1.771 1.691
H -0.958 -2.367 1.262
C 0.803 -1.141 0.699
H 0.666 -2.709 -0.744
H 1.796 2.268 -0.812
H -0.462 2.245 -0.804
C 1.453 -2.210 -0.181
H 2.455 -0.695 1.879
H -2.954 1.110 -1.796
```

Calculated values
Frontier orbital gap: 10.93 eV
2S+1: 1
Electronic energy: -10987.084 eV
Relative energy (zero: lowest compared OMol25 entry of this formula, charge and spin): 12.14 kcal/mol
SMILES: CC(C)N.O.O.O
Net charge: 0

***

Question: Look up the 2S+1 of the eighth one.
Answer: 1